# 1
84
Properties=species:S:1:pos:R:3 method="wB97M-V/def2-TZVPD" e_homo_ev="-11.51 / -13.55" s_squared=3.77 gap_ev="5.1836 / 3.4188" multiplicity=4 charge=+2
Ag 1.21 -2.45 -1.19
Ag 3.64 -1.22 1.35
O -2.11 1.36 -3.98
O 3.33 0.56 2.96
O 2.54 -0.69 -3.26
O 1.66 -0.42 -0.01
O -1.86 4.22 1.83
O -3.29 -0.76 3.41
N -0.88 -1.57 -2.00
N 2.12 -2.17 2.83
N 1.38 -3.28 -3.40
N -3.47 2.16 3.00
C 2.81 -1.41 -4.43
C -0.69 3.70 2.45
C -3.48 1.11 2.05
C 3.56 2.00 3.36
C 0.54 4.41 2.00
C -1.43 -1.34 -4.29
C 2.50 -2.97 -4.30
C 2.99 -0.14 4.12
C -2.09 0.55 -2.80
C 1.82 -1.18 3.87
C 2.39 -3.68 -5.63
C 2.38 0.75 -3.40
C -2.83 -2.03 3.78
C -3.24 2.32 -3.88
C -3.27 1.63 0.58
C -1.02 -0.56 -3.05
C 1.55 -2.10 5.14
C -2.52 0.03 2.48
C 0.69 0.61 0.28
H -1.58 -0.80 -5.23
H -2.80 3.15 -3.31
H 1.51 1.10 -3.95
H -1.27 -1.07 -1.22
H -4.48 0.68 2.03
H 1.23 3.58 1.85
H 1.71 -3.18 -6.32
H 4.33 2.26 4.09
H -0.93 3.94 3.48
H -4.35 2.64 2.94
H -1.76 -2.06 3.98
H 2.66 2.43 3.79
H 1.28 -2.68 2.60
H -3.02 -2.55 2.84
H -1.96 1.13 -1.89
H 2.76 0.46 5.00
H 3.32 1.25 -3.64
H 3.85 2.55 2.45
H 3.81 -1.17 -4.81
H 0.76 1.41 -0.46
H -0.57 2.61 2.38
H 0.86 -2.88 4.80
H 0.53 -3.17 -3.94
H -4.02 2.39 0.35
H 3.86 -0.72 4.41
H -0.06 -0.06 -3.11
H -2.31 -0.66 1.65
H 2.08 -4.71 -5.44
H -2.31 2.14 0.54
H -1.59 -2.25 -2.24
H 3.33 -3.44 -3.78
H 0.91 -0.66 3.58
H 2.67 -2.95 3.17
H 2.44 -2.60 5.51
H 0.50 5.09 1.16
H -0.30 0.18 0.19
H 2.21 -1.11 -5.29
H -2.57 3.61 1.99
H -3.35 -2.46 4.63
H 1.41 -4.28 -3.41
H 0.82 4.99 2.88
H -3.51 2.78 -4.83
H 2.13 1.16 -2.42
H 3.37 -3.63 -6.09
H 0.96 0.97 1.27
H -2.36 -1.89 -4.11
H -0.72 -2.12 -4.55
H -3.06 0.04 -2.78
H 1.10 -1.61 6.00
H -4.00 1.92 -3.21
H -1.59 0.34 2.96
H -3.55 1.60 3.84
H -3.32 0.84 -0.17



# 2
95
Properties=species:S:1:pos:R:3 method="wB97M-V/def2-TZVPD" e_homo_ev=-7.20 de_lowest_ev=41.712 gap_ev=5.6862 charge=0
Cl 4.43 -5.54 1.82
Cl 2.12 -3.80 -0.12
Cl 6.15 -0.16 -0.47
Cl 5.10 -3.28 0.00
P -3.53 1.51 1.11
P 0.47 2.42 -1.23
O 0.15 -0.60 0.76
O -0.98 2.18 -1.19
O -0.50 -4.83 0.14
O 1.73 -1.71 -0.19
O 0.71 -4.82 1.88
O -1.19 -2.30 -3.39
O -4.96 1.43 1.43
O -0.84 -1.29 -1.48
N -1.56 -1.82 -2.35
N 0.16 -5.41 0.97
N -2.79 3.05 1.40
N -2.66 0.35 1.96
N 1.05 3.35 0.15
N 1.44 1.00 -1.08
N -3.13 1.18 -0.55
N 1.00 3.29 -2.61
N 0.58 -1.63 0.29
C -3.07 -0.01 3.33
C 0.79 -0.32 -1.21
C 0.71 4.76 0.19
C 4.42 -0.73 -0.74
C -3.06 -1.83 -2.11
C 0.27 3.51 -3.83
C -1.37 3.33 0.96
C 2.30 -3.77 1.66
C 1.18 2.84 1.52
C 0.28 -6.89 0.82
C -3.23 3.86 2.55
C 2.88 1.01 -0.94
C 4.07 -1.81 0.31
C -1.28 -0.01 1.74
C 2.44 3.63 -2.67
C -3.18 -0.19 -1.14
C -0.32 -2.87 0.11
C 2.75 -5.16 2.18
C -3.42 2.27 -1.57
H 1.06 -7.05 0.07
H 3.12 0.86 0.11
H -4.32 3.82 2.57
H -0.75 -0.40 2.61
H -0.81 3.52 -3.69
H -1.15 3.05 -0.07
H 0.60 5.24 -0.78
H 2.55 -5.19 3.26
H 0.47 2.74 -4.58
H 4.31 -1.41 1.30
H 3.01 -2.08 0.34
H -1.21 4.40 1.07
H -2.63 -0.23 -2.08
H -0.14 -0.43 -0.65
H 0.26 2.98 2.09
H 2.15 -5.95 1.73
H 0.20 -3.83 0.16
H 2.99 2.78 -3.06
H 2.90 -2.95 2.05
H -2.87 3.55 3.53
H 0.65 -7.28 1.77
H -4.20 -0.54 -1.31
H -2.78 -0.87 -0.38
H -3.28 -2.46 -1.24
H -0.83 -2.79 -0.85
H 2.07 3.32 1.92
H -1.12 -2.74 0.85
H -0.66 2.88 1.66
H 3.35 1.97 -1.19
H 3.76 0.13 -0.62
H -4.10 1.89 -2.33
H -1.28 -0.81 1.00
H -0.68 -7.27 0.46
H 0.52 4.45 -4.32
H 2.55 4.51 -3.31
H -3.54 -2.28 -2.98
H 1.35 1.76 1.45
H 2.80 3.88 -1.66
H -0.20 4.92 0.76
H -3.01 -1.08 3.56
H 1.52 5.23 0.74
H -0.71 0.82 1.31
H 1.29 -3.50 1.95
H 4.34 -1.08 -1.77
H -2.49 2.40 -2.13
H -3.33 -0.78 -2.00
H -3.66 3.23 -1.12
H -2.56 0.57 4.09
H -4.06 0.40 3.51
H -2.86 4.88 2.44
H 0.59 -0.55 -2.26
H 3.29 0.28 -1.63
H 1.41 -1.09 -0.75



# 3
83
Properties=species:S:1:pos:R:3 method="wB97M-V/def2-TZVPD" e_homo_ev=-6.61 de_lowest_ev=2.739 gap_ev=9.2538 charge=-1
O 0.00 2.26 -2.57
O -2.36 2.73 -0.06
O 2.36 3.26 -0.27
O 0.91 1.15 0.73
O -2.57 -0.75 -2.13
O 0.14 2.38 3.26
O -0.47 -0.42 1.42
O 2.27 -0.45 3.07
O -0.74 0.52 -0.52
O 1.92 0.10 -1.98
O -1.47 -4.92 -1.55
C 0.98 -0.82 4.98
C 4.28 4.02 -1.09
C 4.22 3.01 1.17
C -2.78 -5.55 0.31
C -3.73 -0.17 -1.90
C 3.77 2.91 -0.21
C -1.60 3.83 0.21
C 1.27 -1.02 -2.43
C -1.87 -3.23 0.08
C 1.59 -1.24 -3.90
C -1.20 2.47 -3.36
C -4.41 -0.90 -0.63
C 1.49 -1.49 3.75
C 1.88 -2.19 -1.62
C 1.26 3.27 3.62
C 2.54 -2.54 4.15
C -4.55 -0.40 -3.17
C -0.09 0.44 0.52
C -2.59 -4.39 -0.71
H -1.90 -6.16 0.82
H -1.36 -4.16 -2.25
H 3.25 -2.09 4.88
H -1.77 -0.28 -1.64
H 4.46 5.05 -0.59
H -1.42 -0.78 1.21
H -0.22 1.71 -1.80
H 5.32 2.88 1.37
H -3.36 -5.37 0.99
H -5.64 -0.01 -3.18
H 3.80 4.09 -2.24
H -3.19 -6.12 -0.26
H 1.87 -0.22 2.22
H 0.11 -1.25 -2.27
H 1.33 0.42 -1.45
H -0.86 4.25 -0.57
H 3.82 2.30 2.05
H 1.24 -0.50 -4.42
H 0.73 1.83 2.70
H 0.48 -1.40 5.72
H 0.63 -1.64 3.23
H 1.49 3.96 2.97
H 1.16 -3.31 -1.76
H 3.94 1.82 -0.61
H -4.66 -1.94 -0.77
H 1.52 -1.89 -0.59
H 3.89 3.97 1.65
H -3.96 -0.21 -4.17
H -3.78 0.78 -1.61
H 2.74 -1.30 -4.16
H 2.16 -3.52 4.81
H -0.99 3.74 1.16
H -2.46 -2.71 0.84
H 2.92 -2.35 -1.69
H 0.25 -0.06 4.74
H 2.08 2.66 3.66
H -3.51 -4.01 -1.33
H 1.77 -0.58 5.71
H 1.10 -2.02 -4.45
H 1.02 3.94 4.55
H -1.28 1.63 -3.77
H -0.96 -3.44 0.50
H -2.11 2.67 -2.79
H -4.79 -1.59 -3.26
H -1.13 3.29 -4.15
H 3.30 -2.89 3.30
H -1.74 1.83 -0.09
H -5.42 -0.40 -0.40
H -1.62 -2.49 -0.78
H 5.27 3.69 -1.63
H -3.72 -0.66 0.06
H -2.25 4.67 0.36
H 2.01 2.32 -0.01



Molar mass readings, ordered: 649.4; 739.4; 457.6 u